(1)
{"formula": "C5H8O2S", "method": "wB97M-V/def2-TZVPD", "total_energy_ha": -743.6954, "e_homo_ha": [-0.183, -0.368], "max_force_ev_per_a": 5.9, "s_squared": 2.012, "de_lowest_kcal_mol": 71.00, "spin_multiplicity": 3, "gap_ev": [5.77, 6.66], "elements": ["C", "C", "C", "C", "C", "O", "O", "S", "H", "H", "H", "H", "H", "H", "H", "H"], "coordinates": [[-0.945955, -1.091655, 1.593688], [-0.718320, 0.066310, 1.827813], [-1.202953, -2.484403, 1.304417], [0.853219, 1.085176, -0.999980], [0.762727, 2.314687, -0.106503], [-1.531088, 2.465743, 1.540374], [0.935051, 1.993032, 1.254552], [-0.433421, 1.782722, 2.196314], [-1.053800, -3.080854, 2.203635], [-2.229267, -2.607547, 0.960639], [-0.522826, -2.834523, 0.528413], [1.804804, 0.581099, -0.848061], [0.049274, 0.391484, -0.765661], [0.770317, 1.385800, -2.040670], [-0.212931, 2.803900, -0.233789], [1.550611, 3.032928, -0.353364]], "forces_ev_per_a": [[-0.0978, -0.3895, 0.0911], [0.9822, 3.0346, 1.3289], [-0.0069, -0.0349, -0.1537], [0.0166, 0.1066, 0.3654], [-0.1039, 0.6650, -1.4848], [-1.2882, 2.2373, -1.2729], [1.2303, 0.4451, -0.3237], [-0.9642, -5.5380, 1.9278], [-0.0377, -0.0729, -0.0142], [-0.0248, -0.1281, 0.0105], [-0.0258, -0.1857, -0.0275], [0.0676, -0.0689, -0.0356], [-0.0156, -0.0841, -0.0585], [-0.0001, 0.0350, -0.1394], [0.4053, 0.0074, -0.1245], [-0.1369, -0.0291, -0.0889]], "lowdin_spin": [0.13, 0.19, 0.03, 0.01, 0.04, 0.54, 0.26, 0.78, 0.00, 0.00, 0.01, 0.00, 0.00, 0.00, 0.00, 0.01]}

(2)
{"formula": "C5H8O2S2", "method": "wB97M-V/def2-TZVPD", "total_energy_ha": -1142.0827, "e_homo_ha": -0.331, "max_force_ev_per_a": 6.6, "de_lowest_kcal_mol": 36.25, "gap_ev": 9.52, "elements": ["C", "C", "C", "C", "C", "O", "O", "S", "S", "H", "H", "H", "H", "H", "H", "H", "H"], "coordinates": [[0.409443, 1.270848, -0.109549], [0.553268, -1.193597, 0.689233], [2.039165, 1.574907, -0.444561], [-0.490871, -0.064379, 0.616905], [-1.728729, -0.166201, -0.171253], [-0.329809, 2.041611, -0.617493], [3.352235, 0.062504, 1.328409], [1.704275, -1.343443, -0.729920], [3.160283, 0.099896, -0.112848], [-0.546007, 0.272242, 1.556685], [1.290412, -1.150613, 1.571447], [0.125503, -2.223336, 0.940727], [1.997214, 2.014933, -1.470329], [2.279180, 2.345807, 0.297191], [-2.143332, 0.834269, -0.377195], [-2.438073, -0.660770, 0.396396], [-1.682552, -0.714087, -1.129705]], "forces_ev_per_a": [[0.1619, -1.5948, -0.3145], [0.5963, -1.8852, 1.3702], [-2.3343, -0.8490, 1.3067], [5.2676, 0.6259, -3.8640], [-0.1858, 0.5719, -1.4931], [-0.1334, 1.4721, -0.4189], [-0.1233, -0.0510, 1.0770], [-0.3051, -0.2314, 0.2343], [-0.8674, 0.8149, -1.8084], [-1.0890, 1.3426, 3.6567], [-1.1532, 0.7868, -1.0248], [0.2546, 1.1787, -0.9634], [0.3643, -0.7688, 0.7572], [0.3647, -0.1428, -0.2229], [0.2999, -0.4216, 0.0829], [-1.6281, -1.1466, 1.2392], [0.5104, 0.2984, 0.3858]], "nbo_charge": [0.60, -0.57, -0.71, -0.26, -0.64, -0.56, -0.94, -0.01, 1.16, 0.21, 0.26, 0.24, 0.26, 0.25, 0.25, 0.22, 0.22]}

(3)
{"formula": "C5H8O2S2", "method": "wB97M-V/def2-TZVPD", "total_energy_ha": -1142.0826, "e_homo_ha": -0.336, "max_force_ev_per_a": 3.5, "de_lowest_kcal_mol": 36.30, "gap_ev": 9.62, "elements": ["C", "C", "C", "C", "C", "O", "O", "S", "S", "H", "H", "H", "H", "H", "H", "H", "H"], "coordinates": [[-0.020333, 1.222673, -0.153222], [0.141966, -1.271783, 0.732996], [1.478546, 1.480625, -0.780196], [-0.849005, -0.147239, 0.479189], [-1.957063, -0.604890, -0.485993], [-0.645132, 2.229068, 0.051801], [2.430572, 0.097846, 1.251463], [1.238606, -1.612094, -0.716821], [2.548043, -0.045201, -0.208450], [-1.299420, 0.265061, 1.552855], [0.752395, -1.056251, 1.514222], [-0.467707, -2.115390, 1.019823], [1.356421, 1.377250, -1.918139], [1.959875, 2.376643, -0.330455], [-2.208102, -1.607350, -0.134309], [-1.504374, -0.580936, -1.522385], [-2.955295, -0.008033, -0.352386]], "forces_ev_per_a": [[-0.6122, 0.2602, 1.6556], [-2.0668, -0.2603, -2.2212], [-1.2758, -3.2389, -0.2966], [1.0883, 2.4543, 0.6699], [-0.7434, 1.3070, 0.3592], [0.1642, 0.1635, -0.5314], [0.6357, 0.1314, 0.5610], [-0.7133, -0.0529, 0.4998], [-0.7513, 1.5550, -0.5318], [1.2580, -0.9800, -2.8690], [1.9212, 0.6170, 2.2251], [0.2729, -0.8403, -0.2959], [0.4523, 0.6571, 1.6634], [-0.5881, -0.5711, -0.6082], [-0.0517, -0.1886, -0.5839], [-1.1063, -0.2739, 0.9898], [2.1164, -0.7398, -0.6858]], "nbo_charge": [0.58, -0.53, -0.66, -0.26, -0.64, -0.54, -0.96, -0.02, 1.11, 0.25, 0.25, 0.23, 0.25, 0.26, 0.21, 0.23, 0.23]}